Entry from OMol25: 2 unconnected molecules or ions with the total composition C3H4N3 in a non-equilibrium geometry (ωB97M-V/def2-TZVPD).

Values from the calculation:
Energy relative to the best compared isomer or geometry (same formula, charge and spin) (kJ/mol): 297.2
Total charge: +1
LUMO level (eV): -6.99
Molar mass (g mol⁻¹): 82.086
2S+1: 1
Frontier orbital gap (eV): 8.303

Last columns: bonded neighbours and bond lengths (Å).
CARTESIAN COORDINATES (ANGSTROEM)
1 N -0.293 -1.271 0.913  N2 1.185, C5 1.199
2 N 0.459 -1.925 1.554  N1 1.185, H9 1.041
3 N 2.128 2.364 -0.398  C6 1.145, H8 0.994
4 C -1.676 -0.352 -0.968  C5 1.313, H7 1.232, H10 1.062
5 C -0.914 -0.797 0.004  N1 1.199, C4 1.313
6 C 1.535 1.462 -0.017  N3 1.145
7 H -2.745 0.163 -0.639  C4 1.232
8 H 2.793 2.821 -0.981  N3 0.994
9 H 0.198 -2.104 2.546  N2 1.041
10 H -1.485 -0.361 -2.013  C4 1.062